10 unconnected molecules or ions with the total composition C40H80O30, computed with ωB97M-V/def2-TZVPD.

Summary:
**F_max**: 2.82 eV Å⁻¹
**E_LUMO**: 0.4 eV
**Net charge**: 0
**Energy relative to the best compared isomer or geometry (same formula, charge and spin)**: 276.6 kJ/mol
**Kohn-Sham gap**: 11.06 eV

The geometry in XYZ format:
```
150
Properties=species:S:1:pos:R:3:forces:R:3:lowdin_charge:R:1
O -3.989788 0.165355 -3.043843 -0.3 -0.4 -0.6 0.126
O 0.225454 -2.174337 0.541446 -1.0 -0.3 -0.1 0.025
O -1.819368 0.381885 -3.631066 1.1 0.7 -0.9 -0.024
O 3.122804 1.922827 1.312965 0.5 0.1 0.1 0.002
O 5.350610 2.419619 1.498918 0.4 -0.6 0.1 0.152
O 0.061039 -0.187097 -0.236233 -0.2 -0.1 -0.7 0.045
O -1.600014 6.483796 -3.868631 -0.5 -0.7 -0.8 -0.022
O -2.346547 -3.907859 -1.318951 -0.1 0.2 -0.2 0.038
O -0.401963 7.025500 2.798479 0.2 -0.5 1.5 0.056
O -1.308972 -3.779721 -3.164135 0.7 -0.5 0.3 -0.026
O -0.426304 8.209218 -3.020408 0.3 0.6 -0.3 0.136
O -2.399099 -2.383889 3.866058 -0.4 0.1 0.3 -0.028
O 0.440846 8.932069 2.366644 -0.5 0.4 1.0 0.017
O -3.398952 -1.537176 2.181042 0.5 -0.2 -0.4 0.013
O 2.336247 -1.044482 -7.557960 -0.7 -0.2 0.4 0.008
O -3.965410 -0.746805 4.206856 0.5 -0.1 0.3 0.140
O 1.900760 -5.701543 3.860313 -0.8 -0.2 -0.3 0.150
O -0.956385 -6.808653 3.097795 0.1 -0.4 -0.3 0.019
O 0.403742 -0.454462 1.980119 -0.5 0.3 0.4 0.130
O 1.844088 0.655683 -6.333991 0.0 -0.1 0.2 0.039
O 0.067929 6.046687 -2.637110 -0.3 -0.8 -0.3 0.023
O -3.005455 2.132251 -3.346509 1.0 1.5 -0.5 0.045
O -1.257287 -5.757525 -2.012762 0.3 -0.3 -0.2 0.150
O -0.318113 -8.852326 3.413582 1.0 0.0 -1.2 0.054
O 0.416889 7.410110 0.719422 0.5 -0.4 0.4 0.114
O 3.724208 3.988058 1.449041 0.1 -1.1 -0.2 0.013
O 0.635031 -1.205642 -6.046432 0.0 -0.7 0.3 0.108
O 3.157276 -5.715035 5.734563 0.3 -0.4 0.4 0.034
O -1.213092 -7.729651 5.129377 0.4 0.3 -0.2 0.104
O 3.374853 -4.073250 4.372056 -0.3 -0.4 0.8 0.044
C -3.864509 4.394962 -2.953228 0.4 -1.8 0.3 -0.046
C 2.707150 -5.219456 4.596376 0.8 0.7 -0.3 -0.587
C 0.239953 7.710301 1.877776 -1.3 0.9 -1.5 -0.595
C -0.432462 -4.240227 -4.190084 -0.8 -0.5 -1.2 -0.029
C 0.990754 1.350065 -5.384211 0.7 0.4 -0.7 -0.180
C 4.198123 2.714340 1.451215 -1.2 1.2 -0.4 -0.574
C 1.544547 -0.615032 -6.564162 -0.3 0.9 -0.9 -0.598
C -4.119610 2.880604 -2.916389 -2.2 0.4 -0.4 -0.227
C 2.829092 -3.192445 3.408959 0.6 0.5 -0.9 -0.227
C -2.604363 7.306889 -4.456128 0.0 0.3 -0.1 -0.040
C 3.802101 -2.026597 3.343439 -0.1 0.7 0.6 -0.035
C 0.248126 -3.109938 1.631017 0.2 -0.3 -0.1 -0.012
C 1.623128 -10.018573 4.421961 0.6 -0.4 -0.5 -0.054
C -0.764216 5.659501 2.582813 0.1 -1.0 -1.4 -0.181
C -2.880385 -4.548249 -0.178805 0.0 -0.4 1.2 -0.242
C -1.524276 -1.023095 -3.563926 -1.9 0.0 0.0 -0.013
C -4.432173 -0.785271 1.516738 0.3 0.5 0.7 -0.200
C 0.184131 -0.891420 0.881975 1.2 -0.1 -0.1 -0.622
C 0.339907 1.865157 -1.509137 -0.1 -1.0 -0.9 -0.047
C -0.823259 -7.778672 3.980133 -1.1 0.0 1.6 -0.621
C 2.055127 -2.369125 -8.036882 1.4 -0.5 0.6 -0.029
C 4.677402 4.992564 1.138809 0.1 1.3 0.5 -0.220
C -2.198413 -2.510009 5.272852 1.0 0.1 0.2 -0.036
C -3.042899 0.821300 -3.398691 -0.2 -1.0 2.1 -0.619
C -4.170300 -5.291269 -0.380832 -1.6 0.3 -0.2 -0.059
C 3.898621 6.179941 0.595670 0.0 -0.5 -0.6 -0.047
C -4.256552 -0.989091 0.041019 -1.2 -0.3 0.0 -0.053
C 3.402542 0.529740 1.201316 -0.3 -0.2 0.1 -0.022
C -1.581982 -4.616741 -2.151985 -0.5 0.7 0.0 -0.583
C 2.477296 -6.837559 6.267045 -0.8 -0.9 0.8 -0.035
C 0.069667 1.228922 -0.170820 -0.6 1.7 0.3 -0.223
C 1.025557 9.914005 1.559275 2.5 0.2 -1.3 -0.063
C 1.281609 6.257034 -1.911823 0.5 0.8 -1.9 -0.196
C -3.292756 -1.452715 3.502715 -0.9 -0.4 -0.6 -0.600
C 0.134389 -9.932633 4.220599 -1.5 -0.5 1.4 -0.214
C -1.694400 -5.657697 3.474714 0.0 0.7 -0.1 -0.035
C 1.736784 2.620736 -5.022034 -0.3 -0.2 1.5 -0.056
C -0.604687 7.037468 -3.191842 -0.3 0.2 1.0 -0.620
C 0.412215 4.755680 2.181163 0.0 0.8 0.4 -0.051
C 2.451711 5.923491 -2.872689 0.2 -0.6 0.7 -0.048
H 4.860774 -2.264412 3.254407 -0.1 -0.5 -0.3 0.092
H 1.115427 5.643171 -1.033993 0.7 0.1 0.1 0.100
H 3.084633 6.502600 1.241516 0.1 0.0 0.2 0.069
H -4.184279 -6.069804 -1.142560 0.5 -0.1 0.1 0.083
H 3.386179 0.057067 2.184125 0.2 1.0 -0.4 0.060
H 1.827978 -2.825980 3.657634 0.2 -0.1 0.6 0.120
H -1.926021 -1.533598 5.670485 -0.1 -0.1 0.2 0.101
H -4.811562 4.837404 -3.246953 0.1 0.4 0.2 0.078
H -3.022438 -3.745739 0.546833 -0.1 0.1 -0.1 0.110
H 1.149510 1.299367 -1.984045 0.3 0.5 0.0 0.088
H -2.177218 -5.244572 0.288156 0.3 0.1 -0.5 0.108
H 0.680104 10.048809 0.533699 -0.8 -0.5 0.2 0.099
H 0.003991 -5.222789 -4.021459 0.2 0.3 0.6 0.094
H 2.119603 -9.063078 4.260088 -0.1 0.0 -0.2 0.071
H 4.341418 0.363110 0.676911 0.0 0.0 0.1 0.112
H -0.505320 1.789713 -2.198723 0.0 0.0 0.2 0.063
H 3.134241 -7.641479 6.598343 0.6 0.4 -0.3 0.096
H 1.765213 -7.311613 5.595606 0.0 0.5 -0.3 0.065
H -4.690629 -1.951662 -0.239625 0.5 -0.2 -0.1 0.077
H 1.333108 2.844372 -4.026109 0.0 0.7 -0.2 0.055
H 0.785794 0.718139 -4.523106 0.2 0.0 0.0 0.099
H -2.072645 -5.308468 2.517929 -0.1 0.4 0.2 0.076
H 2.043751 -10.769196 3.750927 0.2 0.3 -0.2 0.076
H 4.577343 7.004929 0.377750 0.0 0.1 0.1 0.087
H 5.203980 5.295293 2.049190 0.1 -0.3 0.0 0.128
H 1.249661 4.798686 2.879362 -0.1 0.1 0.2 0.084
H 2.679214 -3.703280 2.452563 0.8 -0.2 0.3 0.104
H -5.382991 -1.131895 1.924185 -0.1 0.1 -0.3 0.132
H -2.513418 -5.787609 4.181548 0.0 -0.7 -0.1 0.104
H -1.041832 -4.921306 3.944584 0.2 0.0 -0.3 0.077
H 3.739787 -1.483526 4.292011 -0.1 -0.1 0.1 0.095
H 1.298083 -3.310124 1.828241 -0.8 0.0 0.0 0.053
H 1.113858 10.900452 2.009207 -0.8 -0.3 0.7 0.093
H -0.919332 1.599878 0.117181 0.0 -0.3 0.5 0.131
H 1.191922 -2.845493 -7.580903 -0.4 0.5 -0.4 0.086
H -2.076457 -1.493768 -4.379199 0.2 -0.2 0.1 0.108
H -3.028158 6.804429 -5.323780 0.4 -0.3 0.0 0.092
H -4.525643 2.568020 -1.952870 0.6 -0.3 0.2 0.123
H 0.783526 5.153083 1.238584 0.0 -0.6 -0.2 0.046
H -3.013168 -2.958571 5.839613 -0.4 0.2 -0.4 0.103
H -1.489693 5.642058 1.765741 0.0 0.1 -0.2 0.123
H 2.797780 2.470281 -4.822399 0.0 -0.4 -0.3 0.084
H -0.467182 -1.212139 -3.694596 0.1 0.4 0.2 0.079
H -0.234591 -4.043643 1.348153 0.1 0.1 -0.6 0.093
H 1.633994 3.476624 -5.682235 -0.3 -0.2 -0.2 0.080
H 5.416187 4.678379 0.401073 -0.1 -0.4 0.1 0.128
H 0.094600 3.715260 2.146299 -0.1 0.0 -0.3 0.078
H -0.365411 -9.880669 5.191348 0.1 0.4 0.0 0.116
H 2.897994 -2.975743 -7.689268 0.0 -0.1 -0.3 0.094
H 2.100933 -2.328866 -9.119511 -0.5 -0.1 0.0 0.094
H 3.357969 6.403216 -2.497650 0.1 -0.2 0.0 0.065
H -4.542812 -5.695327 0.564873 0.6 -0.4 0.1 0.081
H -1.060898 -4.396215 -5.073008 0.0 0.2 0.0 0.099
H 1.417279 7.314550 -1.693689 -0.5 -0.1 0.6 0.111
H 0.559450 2.921817 -1.373258 0.3 0.0 0.0 0.079
H 2.340062 6.274742 -3.898908 -0.6 0.4 0.2 0.083
H -3.567447 4.644918 -1.937094 0.3 0.8 -0.3 0.080
H -4.906282 -0.288098 -0.485128 0.4 0.3 -0.1 0.079
H -2.175785 8.253501 -4.776454 -0.1 0.1 0.2 0.094
H 1.893724 -10.353143 5.423557 -0.3 0.1 0.1 0.079
H -1.343472 -3.179598 5.358081 0.0 0.1 0.1 0.081
H -3.090219 4.551855 -3.700186 0.0 0.5 0.2 0.071
H 2.622605 4.849613 -2.972155 0.1 0.0 0.2 0.061
H -5.029591 -4.654181 -0.627633 0.4 0.4 -0.3 0.074
H 2.084119 9.640416 1.433369 -0.1 -0.1 -0.1 0.095
H 0.037592 1.573314 -5.864756 0.0 -0.1 0.0 0.135
H -0.332359 -10.825762 3.803254 0.5 0.0 -0.4 0.127
H -0.310317 -2.768813 2.499891 0.3 0.4 0.0 0.087
H 3.560972 -1.258915 2.606424 -0.1 -1.3 0.2 0.022
H -3.219070 -0.894770 -0.267283 0.0 0.0 -0.1 0.080
H 3.457047 5.865650 -0.353580 -0.1 0.2 0.1 0.051
H -1.954529 -1.352299 -2.620098 0.4 -0.5 0.0 0.088
H 0.280057 -3.467030 -4.463297 0.1 0.0 0.4 0.079
H 2.573374 0.084535 0.658854 0.1 0.1 -0.2 0.085
H -4.319774 0.266671 1.788362 0.0 0.0 0.1 0.126
H -1.313814 5.245858 3.423859 0.3 0.7 0.5 0.121
H 0.809245 1.658336 0.505846 0.0 -0.7 0.4 0.101
H -4.990717 2.741231 -3.564311 0.3 -0.6 -0.4 0.121
H 1.942467 -6.528724 7.164494 -0.1 0.2 -0.1 0.101
H -3.439194 7.440057 -3.768891 0.2 0.2 0.3 0.095
```
Forces are in eV/Å.